No. 1
ORCA calculation (wB97M-V/def2-TZVPD) on an isolated molecule of C2H3NO3S.

Positions of all 10 atoms, in Å:
1 C 0.350015 -0.407165 0.125818
2 C 1.739868 0.058441 -0.069860
3 N -0.402182 -1.316970 0.094583
4 O -2.757650 0.829973 -1.129235
5 O -0.946648 0.946764 0.642788
6 O -1.669336 -1.404020 0.154371
7 S -2.338107 0.456149 0.246341
8 H 2.041499 0.241731 1.009043
9 H 1.643003 1.091719 -0.297134
10 H 2.339534 -0.496622 -0.776717

Cartesian forces (eV/Å) of the 3 atoms listed first:
C 0.758 0.815 -0.512
C -1.366 0.882 2.919
N -0.021 -1.260 -0.539

Output
- HOMO (Ha) = -0.381
- M (g mol⁻¹) = 121.117
- energy above the lowest of the compared OMol25 structures with the same formula, charge and spin (kcal per mole) = 85.6
- maximum force (eV/Å) = 3.34


No. 2
ORCA calculation (wB97M-V/def2-TZVPD) on a cluster of 2 separate species, C2H3NO4 in total.

Positions of all 10 atoms, in Å:
1 O 2.335372 -0.366789 0.342142
2 C 1.435010 -0.301690 -0.339099
3 C 0.357247 -0.079902 -1.094096
4 N -0.836567 -0.765181 -0.955317
5 O -0.876609 -1.605462 -0.071356
6 O -1.701010 -0.428483 -1.757568
7 H 0.416784 0.469303 -2.017688
8 O -0.171683 1.243347 1.591594
9 H -1.063420 1.160531 1.929649
10 H 0.104878 0.674324 2.371740

Cartesian forces (eV/Å) of the 3 atoms listed first:
O 1.234 -0.276 0.737
C -1.901 0.378 -0.611
C 1.478 0.556 -1.222

Output
- HOMO (Ha) = -0.376
- SMILES = O=C=C[N+](=O)[O-].O
- M (g mol⁻¹) = 105.049
- energy above the lowest of the compared OMol25 structures with the same formula, charge and spin (kcal per mole) = 117.7
- maximum force (eV/Å) = 2.94


No. 3
ORCA calculation (wB97M-V/def2-TZVPD) on an isolated molecule of C2H3NO4.

Positions of all 10 atoms, in Å:
1 C 0.027573 -0.590345 0.401399
2 C -0.024673 0.518108 -0.662857
3 O 1.207352 -0.882283 1.075655
4 O -1.033350 -0.600808 1.273384
5 O -0.933360 1.488089 -0.632570
6 N -0.269505 -1.123551 -0.867217
7 O 0.846196 0.357015 -1.560436
8 H 1.914825 -0.949766 0.420122
9 H -0.765445 -0.114693 2.065012
10 H -0.969613 1.898233 -1.512493

Cartesian forces (eV/Å) of the 3 atoms listed first:
C 0.070 -0.006 -0.151
C 0.334 0.191 -0.163
O -0.232 0.035 -0.176

Output
- HOMO (alpha / beta) (Ha) = -0.356 / -0.357
- M (g mol⁻¹) = 105.049
- energy above the lowest of the compared OMol25 structures with the same formula, charge and spin (kcal per mole) = 121.3
- maximum force (eV/Å) = 0.81


No. 4
ORCA calculation (wB97M-V/def2-TZVPD) on a cluster of 2 separate species, C2H3NO4S in total.

Positions of all 11 atoms, in Å:
1 O -0.633227 1.816910 2.262827
2 S -1.885895 1.166838 2.172750
3 O -2.592294 1.244905 0.953030
4 O -2.501022 0.731608 3.370159
5 C -0.054100 -0.212238 -0.106803
6 N -0.805461 -0.752792 0.969287
7 C -0.815376 -1.577499 1.846245
8 O -0.903493 -2.502352 2.554463
9 H 1.087249 -0.414259 -0.217604
10 H 0.074959 0.922663 0.008358
11 H -0.317503 -0.563284 -1.101886

Cartesian forces (eV/Å) of the 3 atoms listed first:
O 0.750 0.121 0.097
S -0.047 1.030 -0.215
O -0.731 0.048 -0.257

Output
- HOMO (Ha) = -0.416
- SMILES = O=S(=O)=O.CN=C=O
- M (g mol⁻¹) = 137.116
- energy above the lowest of the compared OMol25 structures with the same formula, charge and spin (kcal per mole) = 12.8
- maximum force (eV/Å) = 4.29


No. 5
ORCA calculation (wB97M-V/def2-TZVPD) on a cluster of 2 separate species, C2H3NO5S2 in total.

Positions of all 13 atoms, in Å:
1 C 1.394996 -0.894158 0.037307
2 C -0.075867 -0.653504 -0.345704
3 N 0.165673 0.887256 1.305464
4 O 2.070596 -1.634110 -0.599989
5 O 2.846781 0.957283 1.122822
6 O 0.081607 -0.803391 3.390817
7 O 0.505805 -2.304934 1.654556
8 O -0.752773 -0.051910 0.775666
9 S 1.767766 0.114197 1.526756
10 S -0.500010 -1.811137 2.585116
11 H -0.168987 -0.060653 -1.369444
12 H -0.497689 -1.740087 -0.397379
13 H 0.203534 1.821058 0.876258

Cartesian forces (eV/Å) of the 3 atoms listed first:
C -1.764 -0.393 -1.425
C -1.105 -1.550 -1.452
N 0.726 0.167 1.130

Output
- HOMO (Ha) = -0.338
- M (g mol⁻¹) = 185.182
- energy above the lowest of the compared OMol25 structures with the same formula, charge and spin (kcal per mole) = 12.8
- maximum force (eV/Å) = 2.73


No. 6
ORCA calculation (wB97M-V/def2-TZVPD) on a structure of composition C2H3NOS.

Positions of all 8 atoms, in Å:
1 C -0.361966 0.937926 0.058749
2 C 0.705597 -0.983416 -0.067829
3 H -0.301062 1.282898 1.134766
4 H -0.451101 1.824522 -0.607806
5 H 1.651113 -1.443925 -0.015502
6 N -0.413508 -1.638245 -0.016377
7 O 0.808325 0.333450 -0.310964
8 S -1.637395 -0.313207 -0.175040

Cartesian forces (eV/Å) of the 3 atoms listed first:
C -1.200 2.325 0.697
C -1.729 -1.502 -0.407
H -0.106 -0.354 -0.968

Output
- HOMO (Ha) = -0.320
- M (g mol⁻¹) = 89.119
- energy above the lowest of the compared OMol25 structures with the same formula, charge and spin (kcal per mole) = 25.8
- maximum force (eV/Å) = 3.05


No. 7
ORCA calculation (wB97M-V/def2-TZVPD) on an isolated molecule of C2H3NOS.

Positions of all 8 atoms, in Å:
1 C 1.075706 -0.455463 -0.406327
2 N 0.507655 -1.436249 0.299141
3 S -1.162399 -1.063927 0.530995
4 C -0.707768 0.523352 0.198469
5 O 0.387604 0.808272 -0.591228
6 H 2.074828 -0.613578 -0.562663
7 H -0.804563 1.243518 1.010365
8 H -1.371064 0.994075 -0.478752

Cartesian forces (eV/Å) of the 3 atoms listed first:
C -3.604 -1.321 3.456
N 1.570 2.239 -2.728
S 0.611 -2.276 0.273

Output
- HOMO (Ha) = -0.311
- SMILES = C1=NSCO1
- M (g mol⁻¹) = 89.119
- energy above the lowest of the compared OMol25 structures with the same formula, charge and spin (kcal per mole) = 59.6
- maximum force (eV/Å) = 6.93


No. 8
ORCA calculation (wB97M-V/def2-TZVPD) on an isolated molecule of C2H3NOS.

Positions of all 8 atoms, in Å:
1 O -2.179973 1.127680 -0.107043
2 C -1.190794 0.442513 -0.006318
3 N 0.228904 0.785143 0.166627
4 C 0.772151 -0.617456 0.153962
5 S -0.927759 -1.329344 0.070983
6 H 0.620956 1.452793 -0.446328
7 H 1.389573 -0.790068 -0.793560
8 H 1.286941 -1.071260 0.961676

Cartesian forces (eV/Å) of the 3 atoms listed first:
O 1.800 -1.025 -0.002
C 0.427 1.196 0.288
N -1.911 -2.353 1.093

Output
- HOMO (Ha) = -0.364
- SMILES = O=C1NCS1
- M (g mol⁻¹) = 89.119
- energy above the lowest of the compared OMol25 structures with the same formula, charge and spin (kcal per mole) = 7.3
- maximum force (eV/Å) = 3.22


No. 9
ORCA calculation (wB97M-V/def2-TZVPD) on an isolated molecule of C2H3NOS.

Positions of all 8 atoms, in Å:
1 O -1.753264 -0.924303 -0.129402
2 C -1.228799 0.175241 -0.176622
3 N 0.101947 0.482147 0.203048
4 C 1.007782 -0.510882 0.110501
5 S 2.589807 -0.285609 -0.164382
6 H -1.829128 1.097564 -0.545585
7 H 0.391490 1.427126 0.093992
8 H 0.720164 -1.461282 0.608449

Cartesian forces (eV/Å) of the 3 atoms listed first:
O 1.269 1.636 -0.091
C -1.704 0.133 0.078
N -2.411 -0.753 -0.954

Output
- HOMO (Ha) = -0.334
- SMILES = O=CNC=S
- M (g mol⁻¹) = 89.119
- energy above the lowest of the compared OMol25 structures with the same formula, charge and spin (kcal per mole) = 10.4
- maximum force (eV/Å) = 3.17


No. 10
ORCA calculation (wB97M-V/def2-TZVPD) on an isolated molecule of C2H3NOS.

Positions of all 8 atoms, in Å:
1 C 0.418852 -0.604287 0.897788
2 C 0.341878 0.650663 0.011498
3 N -0.294511 0.900151 -1.070287
4 O 0.985640 -1.627649 3.300358
5 S 1.261287 -0.543812 2.332078
6 H -0.115395 -1.559530 0.668592
7 H 1.126872 1.438998 0.421320
8 H -0.832980 0.099882 -1.485851

Cartesian forces (eV/Å) of the 3 atoms listed first:
C -3.453 0.168 -4.755
C 2.094 -1.055 2.679
N -0.127 -0.870 -0.423

Output
- HOMO (alpha / beta) (Ha) = -0.285 / -0.381
- M (g mol⁻¹) = 89.119
- energy above the lowest of the compared OMol25 structures with the same formula, charge and spin (kcal per mole) = 48.9
- ⟨S²⟩ = 2.028
- maximum force (eV/Å) = 5.88
- spin multiplicity = 3


No. 11
ORCA calculation (wB97M-V/def2-TZVPD) on a cluster of 2 separate species, C2H3NOS2 in total.

Positions of all 9 atoms, in Å:
1 C 0.445133 -2.200343 1.288438
2 C -0.769807 1.231162 -1.048495
3 N -0.091446 -2.119547 2.283248
4 O 1.012123 0.935825 1.105562
5 S 0.281902 -0.078116 -1.620452
6 S 0.873292 1.318287 -0.249529
7 H 0.867464 -2.149237 0.283687
8 H -0.934147 2.149126 -1.605244
9 H -1.684514 0.912841 -0.437216

Cartesian forces (eV/Å) of the 3 atoms listed first:
C 0.829 0.260 -2.262
C -1.366 -0.022 1.806
N -0.654 -0.128 1.454

Output
- HOMO (Ha) = -0.363
- M (g mol⁻¹) = 121.186
- energy above the lowest of the compared OMol25 structures with the same formula, charge and spin (kcal per mole) = 57.7
- maximum force (eV/Å) = 2.86


No. 12
ORCA calculation (wB97M-V/def2-TZVPD) on an isolated molecule of C2H3NOS2.

Positions of all 9 atoms, in Å:
1 O -0.816750 -1.308036 -0.033980
2 N -0.038571 -0.202190 0.021411
3 C 1.270195 -0.387108 0.419079
4 S 1.954705 -1.781259 0.819371
5 C -0.557053 1.017483 -0.316605
6 S -2.104634 1.243262 -0.785216
7 H -1.684548 -0.922570 -0.328260
8 H 1.817812 0.541993 0.429711
9 H 0.158844 1.798425 -0.225511

Cartesian forces (eV/Å) of the 3 atoms listed first:
O -0.714 0.175 -0.214
N 0.514 0.768 0.002
C -0.270 -0.149 -0.081

Output
- HOMO (Ha) = -0.338
- SMILES = ON(C=S)C=S
- M (g mol⁻¹) = 121.186
- energy above the lowest of the compared OMol25 structures with the same formula, charge and spin (kcal per mole) = 53.4
- maximum force (eV/Å) = 1.29